1.
Formula: C22H28N4O
Source: the OMol25 dataset
Level of theory: ωB97M-V with the def2-TZVPD basis set

Calculated values
HOMO energy in eV: -8.281
ΔE to the lowest compared entry with this formula, charge and spin in eV: 1.973
SMILES: OC[C@H]1CCCCN1CCNCc1cn[nH]c1-c1cccc2ccccc12

ORCA input file:
```
! wB97M-V def2-TZVPD RIJCOSX def2/J DEFGRID3
* xyz 0 1
C -3.0872 0.0647 -1.7318
C -0.3760 2.1856 0.5024
H 2.8542 -0.7741 1.7883
H -1.9680 -4.3267 -0.0783
C 1.2565 -0.8720 -1.0671
C -1.7479 -2.0391 2.4096
N -3.8460 3.2862 1.1264
H -2.1224 0.0480 2.2205
H 4.9133 0.9840 0.9437
H -2.1340 4.3458 1.6424
N 1.9677 0.3124 -0.6008
C -2.3926 -0.9683 0.3438
C 3.3325 -1.1363 0.8764
H -1.4409 -4.1660 2.3222
C -2.5429 3.4555 1.2095
C 1.9346 1.3639 -1.6196
C -3.0195 -1.1755 -2.3808
H 0.1542 2.7449 1.2800
C -2.8442 1.4915 0.2538
H 2.9313 1.5151 -2.0563
C -1.7053 -3.2825 1.7602
C 1.4042 2.7217 -1.1149
H -0.1114 1.1190 0.5845
H 2.2192 1.5743 1.3022
H 1.2786 1.0470 -2.4385
C -2.3456 -2.2248 -0.3148
C 3.9356 1.2370 0.5250
C 1.1874 -1.9565 -0.0030
H -3.2598 -1.2342 -3.4322
N -0.0018 2.7657 -0.7823
C -1.8474 2.3526 0.6823
C -1.9964 -3.3723 0.4284
H 1.9618 3.0659 -0.2432
H 0.6193 -2.8022 -0.3929
C -2.7747 0.1809 -0.3986
H 4.3707 -1.3771 1.1123
H -4.9470 1.7485 0.3773
H -3.3796 0.9435 -2.2897
H 2.5768 -3.1350 1.1614
H -2.6076 -3.2563 -2.1826
N -4.0185 2.1044 0.5409
O 3.1369 1.6753 1.5924
H 3.1104 -2.7895 -0.4888
H 0.6653 -1.5718 0.8746
H 3.9655 -0.2851 -1.0129
H 1.5635 3.4470 -1.9216
C -2.6564 -2.2965 -1.6887
H 1.7365 -1.2900 -1.9714
C -2.0846 -0.9082 1.7194
H -0.5493 2.3350 -1.5219
C 2.5980 -2.3720 0.3817
H 4.0808 2.0478 -0.2033
H -1.5148 -1.9825 3.4626
C 3.3269 -0.0010 -0.1531
H 0.2399 -0.5678 -1.3351
*
```

2.
Formula: C22H29BrClN2O3
Source: the OMol25 dataset
Level of theory: ωB97M-V with the def2-TZVPD basis set

Calculated values
HOMO energy in eV: -10.802
ΔE to the lowest compared entry with this formula, charge and spin in eV: 0.000

ORCA input file:
```
! wB97M-V def2-TZVPD RIJCOSX def2/J DEFGRID3
* xyz 1 1
O -3.3516 -0.6031 0.9314
C 0.1712 -2.8963 -1.5851
C -1.0094 -3.3830 0.4631
H 0.8182 -4.1118 0.0710
H 4.5828 -1.0475 -0.7846
C 2.8037 3.2818 -1.0098
H 2.3728 4.0734 -1.7964
C -2.3316 1.3768 0.0290
H -0.6600 -1.5601 -3.0131
Cl 1.5783 -3.0905 -2.2958
H 0.2035 -0.3989 4.2124
C 4.6338 0.6692 1.1709
H 5.2937 1.2298 -1.6493
O 3.4493 -1.3082 1.8287
C 1.0806 2.7255 0.6911
H 0.7710 0.9146 2.6127
H -1.2222 3.1044 -0.6039
H -2.7867 -1.2851 -1.4783
C 0.1024 -3.3744 -0.1671
H 3.0973 -0.3152 -1.4117
H 1.2111 1.8764 -0.9546
C -0.1908 1.9409 0.9246
H -1.2253 -3.5440 1.7146
H 5.3789 2.5445 -0.5957
H -3.0482 -2.1897 2.0730
H 5.7024 0.1050 1.0822
C 3.8175 -0.5440 -0.5262
H 3.2644 1.9432 -2.6770
C -0.0887 -1.2345 3.6330
C -2.3564 0.2711 0.8974
C -0.9081 -2.1190 -1.8327
H 4.3114 3.2353 -2.6784
C -1.1319 0.0326 1.8128
C -2.1495 -2.2801 0.0063
H 2.5724 -2.1155 0.0419
H 4.1523 -0.1905 2.9786
H 0.8633 3.8555 0.5500
H 2.9910 0.4403 2.2695
C 3.7853 2.6672 -1.9966
H 3.3213 3.9532 -0.3775
H 0.7423 -1.5385 2.9130
C 3.7836 -0.0619 1.9271
H -4.2062 -2.3253 0.7897
N 3.9876 0.7499 -0.1665
N 1.9481 2.5126 -0.4174
C -0.0939 0.7719 1.5976
C -1.9134 -2.0072 -1.1214
C 2.8262 -1.1805 0.3149
H 4.8931 1.9244 1.6319
Br -3.8219 1.7664 -1.2093
O -1.0745 -0.8947 2.6676
C -3.2568 -1.7686 1.0063
H -0.5101 -2.0910 4.1991
H 1.7368 2.8801 1.7044
H 1.8183 -0.8611 0.4041
H 3.1266 1.2664 -0.0122
C 4.7792 1.7985 -1.0602
C -1.3410 2.1157 0.2485
*
```

3.
Formula: C22H29ClIO7P
Source: the OMol25 dataset
Level of theory: ωB97M-V with the def2-TZVPD basis set

Calculated values
HOMO energy in eV: -8.705
SMILES: O=C1C(I)=C(P(O)Cl)C(=O)c2cc(O)ccc21.C1CCOC1.C1CCOC1.C1CCOC1

ORCA input file:
```
! wB97M-V def2-TZVPD RIJCOSX def2/J DEFGRID3
* xyz 0 1
H -2.8239 -0.4885 -2.1213
H -1.8135 -1.4543 2.7542
H -4.2252 5.0346 2.1311
C 2.2627 2.7500 1.1098
H -1.1709 5.5640 1.3201
C -0.2019 -2.2364 3.9777
C 4.3188 -2.9146 -3.0389
O -2.6438 1.5533 -2.2575
H 3.7414 -4.8962 -3.6532
C -3.1383 2.6151 1.1737
H -2.8739 -3.6413 5.3176
C -1.3060 0.8768 -4.0926
H -1.1504 -0.2712 3.8998
C -1.3955 -1.3257 3.7578
H 5.3601 -3.2415 -3.0580
H 3.3276 -3.6537 -4.8435
H -1.7004 -2.7705 6.3268
H -2.5726 -0.8708 -4.4992
H 2.6814 -4.4318 -1.0869
O 1.5490 5.0563 1.3169
H -2.3565 0.5346 1.1429
H -0.7479 2.3338 -2.5632
H -4.2136 2.3154 1.1416
H -3.2966 0.6969 -4.8851
C 2.5654 -3.4735 -1.6044
C 1.2231 3.8998 1.2124
C 2.0869 -3.6717 -3.0314
C 0.4198 0.9749 1.1720
C -0.8662 -3.5106 4.4646
C 1.9080 1.4263 1.0860
H 0.4024 -2.3696 3.0804
H 1.8929 -2.8420 -1.0201
H 5.4060 4.1203 -0.3823
H -1.2555 -4.0754 3.6122
O 0.1029 -0.1899 1.2644
P 4.1250 3.0951 1.0487
O -3.8068 4.9820 1.2540
H -2.0096 2.8883 -3.6833
C -2.6447 0.1700 -4.1820
H 0.4399 -1.8286 4.7646
C -1.3662 4.4708 1.2612
H 1.5881 -2.7654 -3.3879
C -2.0650 1.6135 1.1636
H -4.2656 0.3524 -2.7291
C -0.2761 3.4878 1.2109
H 1.3926 -4.5059 -3.1356
O 3.8573 -2.8563 -1.6831
H -0.5631 0.2100 -3.6442
C -2.7771 4.0478 1.2421
C -0.6810 2.0700 1.1794
C -3.1748 0.3237 -2.7677
C -1.6180 2.0195 -3.1433
O -2.3971 -1.7193 4.7062
O 4.4374 4.0341 -0.3098
H 4.2628 -1.9034 -3.4568
Cl 4.4465 4.3610 2.7276
H -0.9226 1.2160 -5.0553
I 3.3461 -0.1884 0.9438
C -2.0151 -2.9677 5.2960
C 3.3937 -3.8662 -3.7760
H -0.2021 -4.1638 5.0317
*
```

Q: Which value of HOMO energy does entry 2 give?
A: -10.802 eV

Q: Which of these has the lowest HOMO energy?
A: C22H29BrClN2O3

Please write out number 3 again, unchanged.
Formula: C22H29ClIO7P
Source: the OMol25 dataset
Level of theory: ωB97M-V with the def2-TZVPD basis set

Calculated values
HOMO energy in eV: -8.705
SMILES: O=C1C(I)=C(P(O)Cl)C(=O)c2cc(O)ccc21.C1CCOC1.C1CCOC1.C1CCOC1

ORCA input file:
```
! wB97M-V def2-TZVPD RIJCOSX def2/J DEFGRID3
* xyz 0 1
H -2.8239 -0.4885 -2.1213
H -1.8135 -1.4543 2.7542
H -4.2252 5.0346 2.1311
C 2.2627 2.7500 1.1098
H -1.1709 5.5640 1.3201
C -0.2019 -2.2364 3.9777
C 4.3188 -2.9146 -3.0389
O -2.6438 1.5533 -2.2575
H 3.7414 -4.8962 -3.6532
C -3.1383 2.6151 1.1737
H -2.8739 -3.6413 5.3176
C -1.3060 0.8768 -4.0926
H -1.1504 -0.2712 3.8998
C -1.3955 -1.3257 3.7578
H 5.3601 -3.2415 -3.0580
H 3.3276 -3.6537 -4.8435
H -1.7004 -2.7705 6.3268
H -2.5726 -0.8708 -4.4992
H 2.6814 -4.4318 -1.0869
O 1.5490 5.0563 1.3169
H -2.3565 0.5346 1.1429
H -0.7479 2.3338 -2.5632
H -4.2136 2.3154 1.1416
H -3.2966 0.6969 -4.8851
C 2.5654 -3.4735 -1.6044
C 1.2231 3.8998 1.2124
C 2.0869 -3.6717 -3.0314
C 0.4198 0.9749 1.1720
C -0.8662 -3.5106 4.4646
C 1.9080 1.4263 1.0860
H 0.4024 -2.3696 3.0804
H 1.8929 -2.8420 -1.0201
H 5.4060 4.1203 -0.3823
H -1.2555 -4.0754 3.6122
O 0.1029 -0.1899 1.2644
P 4.1250 3.0951 1.0487
O -3.8068 4.9820 1.2540
H -2.0096 2.8883 -3.6833
C -2.6447 0.1700 -4.1820
H 0.4399 -1.8286 4.7646
C -1.3662 4.4708 1.2612
H 1.5881 -2.7654 -3.3879
C -2.0650 1.6135 1.1636
H -4.2656 0.3524 -2.7291
C -0.2761 3.4878 1.2109
H 1.3926 -4.5059 -3.1356
O 3.8573 -2.8563 -1.6831
H -0.5631 0.2100 -3.6442
C -2.7771 4.0478 1.2421
C -0.6810 2.0700 1.1794
C -3.1748 0.3237 -2.7677
C -1.6180 2.0195 -3.1433
O -2.3971 -1.7193 4.7062
O 4.4374 4.0341 -0.3098
H 4.2628 -1.9034 -3.4568
Cl 4.4465 4.3610 2.7276
H -0.9226 1.2160 -5.0553
I 3.3461 -0.1884 0.9438
C -2.0151 -2.9677 5.2960
C 3.3937 -3.8662 -3.7760
H -0.2021 -4.1638 5.0317
*
```

Please write out number 1 again, unchanged.
Formula: C22H28N4O
Source: the OMol25 dataset
Level of theory: ωB97M-V with the def2-TZVPD basis set

Calculated values
HOMO energy in eV: -8.281
ΔE to the lowest compared entry with this formula, charge and spin in eV: 1.973
SMILES: OC[C@H]1CCCCN1CCNCc1cn[nH]c1-c1cccc2ccccc12

ORCA input file:
```
! wB97M-V def2-TZVPD RIJCOSX def2/J DEFGRID3
* xyz 0 1
C -3.0872 0.0647 -1.7318
C -0.3760 2.1856 0.5024
H 2.8542 -0.7741 1.7883
H -1.9680 -4.3267 -0.0783
C 1.2565 -0.8720 -1.0671
C -1.7479 -2.0391 2.4096
N -3.8460 3.2862 1.1264
H -2.1224 0.0480 2.2205
H 4.9133 0.9840 0.9437
H -2.1340 4.3458 1.6424
N 1.9677 0.3124 -0.6008
C -2.3926 -0.9683 0.3438
C 3.3325 -1.1363 0.8764
H -1.4409 -4.1660 2.3222
C -2.5429 3.4555 1.2095
C 1.9346 1.3639 -1.6196
C -3.0195 -1.1755 -2.3808
H 0.1542 2.7449 1.2800
C -2.8442 1.4915 0.2538
H 2.9313 1.5151 -2.0563
C -1.7053 -3.2825 1.7602
C 1.4042 2.7217 -1.1149
H -0.1114 1.1190 0.5845
H 2.2192 1.5743 1.3022
H 1.2786 1.0470 -2.4385
C -2.3456 -2.2248 -0.3148
C 3.9356 1.2370 0.5250
C 1.1874 -1.9565 -0.0030
H -3.2598 -1.2342 -3.4322
N -0.0018 2.7657 -0.7823
C -1.8474 2.3526 0.6823
C -1.9964 -3.3723 0.4284
H 1.9618 3.0659 -0.2432
H 0.6193 -2.8022 -0.3929
C -2.7747 0.1809 -0.3986
H 4.3707 -1.3771 1.1123
H -4.9470 1.7485 0.3773
H -3.3796 0.9435 -2.2897
H 2.5768 -3.1350 1.1614
H -2.6076 -3.2563 -2.1826
N -4.0185 2.1044 0.5409
O 3.1369 1.6753 1.5924
H 3.1104 -2.7895 -0.4888
H 0.6653 -1.5718 0.8746
H 3.9655 -0.2851 -1.0129
H 1.5635 3.4470 -1.9216
C -2.6564 -2.2965 -1.6887
H 1.7365 -1.2900 -1.9714
C -2.0846 -0.9082 1.7194
H -0.5493 2.3350 -1.5219
C 2.5980 -2.3720 0.3817
H 4.0808 2.0478 -0.2033
H -1.5148 -1.9825 3.4626
C 3.3269 -0.0010 -0.1531
H 0.2399 -0.5678 -1.3351
*
```